56
Properties=species:S:1:pos:R:3:lowdin_charge:R:1 method="wB97M-V/def2-TZVPD" homo_lumo_gap_ev=8.8426 multiplicity=1 total_charge=0 energy_ha=-1336.8675 fmax_ha_per_bohr=0.070 e_above_lowest_kj_mol=326.44 lumo_energy_ev=-0.3
C 0.33175 1.38519 2.01191 -0.0890
N -0.05088 0.79813 0.70945 -0.2473
C -0.69084 1.81169 -0.14184 -0.0832
C 0.89580 0.01356 -0.05392 -0.1256
C 0.43894 -1.40985 -0.05854 -0.4744
N 0.78930 -2.11981 -1.21180 0.1727
O -0.19460 -2.01177 0.77833 0.0341
H 0.37993 0.44324 2.61411 0.0690
H 1.23718 2.00500 2.13807 0.0879
H -0.48577 1.91772 2.49851 0.0783
H -1.32434 2.43156 0.55998 0.0916
H -1.48437 1.28504 -0.72067 0.0837
H -0.01078 2.49686 -0.68475 0.0695
H 1.97438 -0.11130 0.38910 0.1549
H 0.94042 0.40001 -1.10645 0.0860
H 0.46190 -3.06743 -1.22039 0.1030
H 1.27520 -1.71291 -1.99426 0.0664
H 3.04860 1.92214 -2.41078 0.0500
H 2.11736 3.09748 -2.34986 0.0115
O 2.44446 2.43558 -2.98486 -0.0558
H -3.06773 0.07850 2.45666 0.0244
H -1.80980 -0.48428 1.83387 0.0214
O -2.24283 -0.41944 2.70017 -0.0790
H -1.69159 -0.51417 -2.44736 0.0220
H -1.81160 0.85977 -3.16339 0.0321
O -2.05574 -0.07023 -3.21853 -0.0564
H 0.80687 4.92326 -0.95938 0.0670
H 0.40343 4.35410 -2.33105 0.0667
O 1.17886 4.57215 -1.78425 -0.0554
H 0.30004 -1.77266 2.58022 -0.0126
H 0.77469 -1.83324 4.06797 0.0626
O 1.03884 -1.62296 3.16747 -0.0537
H -3.70620 -2.08357 -0.30884 0.0233
H -3.38429 -1.85496 1.23308 0.0100
O -3.68663 -1.42461 0.38996 -0.0863
H 3.10530 -0.27531 -2.22678 0.0103
H 4.08091 -1.02698 -1.21823 0.0536
O 3.65363 -0.18135 -1.44396 -0.0694
H -4.07607 -1.45266 -2.98916 0.0279
H -3.60738 -2.85546 -3.08033 0.0496
O -4.30375 -2.33425 -2.63312 -0.0683
H -1.83303 -3.27960 1.95936 0.0265
H -2.47122 -2.03108 2.76982 0.0145
O -2.62823 -2.94689 2.37970 -0.0932
H -4.56525 0.18293 1.05135 0.0389
H -3.92458 1.55305 1.07697 0.0529
O -4.31368 0.89786 1.66648 -0.0500
H 2.90147 0.15564 2.50261 -0.0007
H 3.29017 -1.08692 3.37261 0.0317
O 3.55875 -0.20564 3.10112 -0.0549
H 1.48358 0.97408 -3.08376 -0.0007
H 0.57840 0.24526 -3.99731 0.0750
O 0.78715 0.27822 -3.04595 -0.1034
H 4.63763 -0.99529 1.39409 0.0189
H 5.24687 0.31291 0.73336 0.0391
O 5.25936 -0.64637 0.73316 -0.0680

***

58
Properties=species:S:1:pos:R:3:lowdin_charge:R:1 method="wB97M-V/def2-TZVPD" homo_lumo_gap_ev=8.7588 multiplicity=1 total_charge=+1 energy_ha=-2004.2017 fmax_ha_per_bohr=0.148 e_above_lowest_kj_mol=388.38 lumo_energy_ev=-2.3
N -1.48779 0.31006 -0.71893 0.1877
C -2.03008 -0.90351 -1.35067 -0.2537
C -2.99314 -0.75981 -2.53115 -0.5130
S -2.26516 0.10338 -3.95115 0.5135
S -0.54706 -0.87709 -4.44785 0.5123
C 0.84450 0.12533 -3.79860 -0.5590
C 1.54350 -0.65870 -2.69737 -0.1915
H -1.99212 1.20316 -0.84235 0.0934
H -1.37427 0.19238 0.28769 0.1171
H -0.48265 0.36168 -0.94009 0.1288
H -2.62455 -1.48365 -0.62699 0.1257
H -1.26561 -1.63688 -1.59793 0.0696
H -3.86692 -0.14872 -2.26812 0.0810
H -3.39017 -1.75796 -2.73858 0.0892
H 1.54648 0.37836 -4.59679 0.0716
H 0.49834 1.10998 -3.41333 0.0723
H 2.03373 0.02839 -1.99374 0.0642
H 2.32260 -1.28927 -3.11296 0.0752
H 0.98998 -1.31735 -2.06452 0.0259
H 0.59189 -0.04975 1.41157 0.0304
H 1.72387 -0.46411 0.58358 0.0546
O 1.03297 0.21438 0.57803 -0.0730
H 4.95760 0.93098 -0.39041 0.0513
H 4.32128 1.01941 1.09648 0.0359
O 4.18837 0.79369 0.17159 -0.0483
H 2.03552 3.13663 1.09722 0.0894
H 1.59911 1.88082 0.60648 0.0350
O 1.34639 2.83687 0.47606 -0.0796
H 2.34827 -4.01868 1.10880 0.0723
H 1.78501 -3.25485 2.36592 0.0435
O 1.53858 -3.67872 1.52138 -0.0525
H -1.97691 -2.13667 2.17538 0.0187
H -2.93113 -1.60099 3.24146 0.0671
O -2.16085 -1.32230 2.73839 -0.0718
H -0.19043 2.47350 1.10155 0.0245
H -1.73822 2.96454 0.94753 0.0809
O -1.12486 2.22867 0.93898 -0.0673
H 1.22456 1.18896 3.33850 0.0109
H 2.47947 1.72532 4.17002 0.0722
O 2.20035 1.21537 3.39974 -0.0655
H -3.36123 3.43562 -1.41701 0.0793
H -1.91409 3.31275 -1.50380 0.0258
O -2.69559 2.73307 -1.36533 -0.0747
H -1.95215 -4.19281 1.58166 0.0767
H -1.05540 -3.16496 0.81641 -0.1498
O -1.97148 -3.36648 1.08734 -0.0751
H -0.87691 -3.32492 -0.89885 0.1227
H 0.24790 -3.17136 0.25664 0.0779
O -0.53823 -2.78415 -0.18001 -0.0095
H -0.12633 5.05947 -1.66033 0.0571
H 0.59675 3.86248 -0.88213 0.0223
O -0.19152 4.14433 -1.38711 -0.0541
H 2.15040 -0.58533 3.19816 0.0255
H 2.97002 -1.28318 2.13439 0.0586
O 2.14078 -1.37675 2.62278 -0.0683
H -0.95266 -0.22056 3.02483 0.0165
H -0.77284 1.26414 2.33564 0.0207
O -0.40784 0.59578 2.96187 -0.0903

***

60
Properties=species:S:1:pos:R:3:lowdin_charge:R:1 method="wB97M-V/def2-TZVPD" homo_lumo_gap_ev=10.2716 multiplicity=1 total_charge=-1 energy_ha=-1455.0311 fmax_ha_per_bohr=0.094 e_above_lowest_kj_mol=92.17 lumo_energy_ev=2.7
C 2.23606 2.14899 1.09212 -0.1608
C 0.85898 1.49477 1.07475 -0.1703
C 0.23551 1.35144 -0.29357 -0.1987
O -0.84662 0.42550 -0.24171 -0.1178
C 3.31330 1.45452 0.23138 -0.2462
O 2.95485 0.18314 -0.24408 -0.1627
H 2.09936 3.20150 0.78830 0.1104
H 2.59448 2.17342 2.14308 0.1040
H 0.15635 1.99080 1.74358 0.1171
H 0.98297 0.50841 1.53859 0.0666
H 0.91288 0.99654 -1.07869 0.0987
H -0.20510 2.23722 -0.62767 0.0875
H -0.65416 -0.29651 0.43725 0.1087
H 3.49171 2.04767 -0.73570 0.1309
H 4.27703 1.40073 0.79981 0.1179
H 1.74394 -2.28164 0.21818 0.0359
H 2.62858 -2.81861 -0.97625 -0.0024
O 1.79146 -2.87510 -0.67457 -0.0869
H -2.76565 0.77434 2.15644 -0.0232
H -2.50756 2.18800 1.66434 0.0434
O -2.52293 1.63283 2.50474 -0.0934
H -0.68790 -0.45769 3.26713 0.0675
H -1.13996 0.98924 3.39338 -0.0267
O -0.50069 0.40143 3.76757 -0.0682
H 1.43906 3.18916 -3.18007 0.0720
H 1.26091 1.61415 -3.15429 0.0053
O 0.77555 2.47275 -3.25518 -0.0856
H 2.38200 -2.05884 1.96392 0.0529
H 2.56479 -0.40648 0.51818 0.0800
O 1.81294 -1.50585 1.43740 -0.2768
H 1.25712 0.36988 3.78253 -0.0041
H 2.11147 -0.42258 2.79397 -0.0615
O 2.16716 0.10563 3.56455 -0.0727
H -1.07590 -2.48367 -1.27779 0.0001
H 0.12444 -3.40633 -0.77080 0.0561
O -0.88196 -3.24913 -0.67280 -0.1136
H -2.23397 1.51595 -0.12660 -0.0174
H -2.47219 2.77887 -0.90148 0.0029
O -2.74409 2.31585 -0.09808 -0.0635
H -1.95222 -1.26930 1.70354 0.0101
H -3.36904 -1.36721 2.36236 0.0868
O -2.89824 -0.90466 1.66355 -0.0789
H -3.15115 -2.90342 -0.51304 0.0062
H -3.39593 -1.56106 0.17309 0.0229
O -3.58938 -2.09592 -0.63845 -0.0451
H -0.10168 -1.69463 -2.89517 0.0176
H 1.17677 -2.28103 -2.12731 0.0009
O 0.85019 -1.93188 -2.99398 -0.0885
H 2.62330 0.25166 -1.89203 0.0349
H 1.79034 -0.49933 -3.00637 0.0067
O 2.30287 0.33188 -2.85838 -0.1205
H -2.54453 -1.44161 -1.85599 0.0556
H -1.31887 -0.47639 -1.59933 0.0385
O -1.63384 -1.18758 -2.21931 -0.1163
H 0.44209 -1.78736 1.63344 0.0279
H -0.74086 -2.58253 0.96973 -0.0424
O -0.60565 -2.03410 1.69631 -0.1062
H -0.81265 2.81319 -2.70367 -0.0053
H -2.17910 2.27153 -3.00801 0.0527
O -1.75837 2.97591 -2.51868 -0.0630

***

19
Properties=species:S:1:pos:R:3:lowdin_charge:R:1 method="wB97M-V/def2-TZVPD" homo_lumo_gap_ev="5.4446 / 2.7698" multiplicity=4 s_squared=3.775 total_charge=+4 energy_ha=-2183.0743 fmax_ha_per_bohr=0.242 e_above_lowest_kj_mol=0.00 lumo_energy_ev="-15.3 / -18.3"
Au 4.39807 4.33765 -1.61285 0.7232
Ce -0.69150 -0.18281 1.67271 1.3122
Cl 3.93655 2.29950 -2.50137 -0.0036
Cl -2.18197 1.84975 1.84463 0.2113
C -1.17864 -0.80654 3.75972 -0.0898
C 6.05769 5.31537 -2.36083 -0.0496
C 4.18961 5.91687 -0.49167 -0.1513
O -1.72686 -0.95699 4.78130 0.2983
O 7.00457 5.51452 -2.98283 0.2529
O 4.16545 6.90131 0.11704 0.2304
N -3.08834 -4.97228 0.03524 0.4984
N -2.72940 -3.68702 -0.00519 -0.1455
N -2.90662 -3.04968 -1.17516 0.2530
C -2.34361 -1.86991 -0.90494 -0.0073
N -1.83114 -1.79134 0.37443 -0.1135
N -2.07827 -3.02992 0.95716 0.2131
H -3.08394 -5.44599 0.89613 0.1892
H -3.60199 -5.26238 -0.79219 0.2178
H -2.30967 -1.08010 -1.61133 0.1608

***

10
Properties=species:S:1:pos:R:3:lowdin_charge:R:1 method="wB97M-V/def2-TZVPD" homo_lumo_gap_ev="6.2985 / 4.7418" multiplicity=1 total_charge=+4 energy_ha=-516.7591 fmax_ha_per_bohr=0.078 lumo_energy_ev="-22.2 / -22.8"
H 0.61375 -0.81355 0.37559 0.3355
O -1.99683 -1.22782 0.19884 0.4057
C -1.08096 -0.46204 -0.09234 0.1092
C -0.88963 0.76060 -0.71254 0.2018
C 0.42509 1.23718 -0.75778 0.2897
C 1.56360 0.85556 -0.37965 -0.0034
O 1.94629 -0.20393 0.21683 -0.3525
Bi 3.84323 -0.74172 0.96656 2.5195
H -2.70446 -0.87672 0.78466 0.2750
H -1.72009 1.47244 -0.60018 0.2195

***

11
Properties=species:S:1:pos:R:3:lowdin_charge:R:1 method="wB97M-V/def2-TZVPD" homo_lumo_gap_ev=7.6102 multiplicity=1 total_charge=0 smiles="BrC1=CC=CSN1Br" energy_ha=-5755.0757 fmax_ha_per_bohr=0.099 e_above_lowest_kj_mol=66.65 lumo_energy_ev=-0.6
Br -2.56125 -1.78780 0.44766 0.7925
C -1.07973 -0.74829 0.19536 -0.8567
C 0.19730 -1.01402 0.36473 -0.1910
C 1.36542 -0.19242 0.07997 -0.1535
C 1.22848 0.92885 -0.70495 -0.4272
S -0.25685 1.45117 -1.34351 0.8766
N -1.43666 0.67085 -0.51679 -0.7983
Br -2.41024 1.77367 0.91707 0.4303
H 0.40542 -2.06590 0.89360 0.1533
H 2.34110 -0.39829 0.50651 0.1002
H 2.20700 1.38217 -0.83965 0.0739

***

Among the records above, which one has the highest multiplicity? C4H3AuCeCl2N5O3

***

What did the fourth record say?
19
Properties=species:S:1:pos:R:3:lowdin_charge:R:1 method="wB97M-V/def2-TZVPD" homo_lumo_gap_ev="5.4446 / 2.7698" multiplicity=4 s_squared=3.775 total_charge=+4 energy_ha=-2183.0743 fmax_ha_per_bohr=0.242 e_above_lowest_kj_mol=0.00 lumo_energy_ev="-15.3 / -18.3"
Au 4.39807 4.33765 -1.61285 0.7232
Ce -0.69150 -0.18281 1.67271 1.3122
Cl 3.93655 2.29950 -2.50137 -0.0036
Cl -2.18197 1.84975 1.84463 0.2113
C -1.17864 -0.80654 3.75972 -0.0898
C 6.05769 5.31537 -2.36083 -0.0496
C 4.18961 5.91687 -0.49167 -0.1513
O -1.72686 -0.95699 4.78130 0.2983
O 7.00457 5.51452 -2.98283 0.2529
O 4.16545 6.90131 0.11704 0.2304
N -3.08834 -4.97228 0.03524 0.4984
N -2.72940 -3.68702 -0.00519 -0.1455
N -2.90662 -3.04968 -1.17516 0.2530
C -2.34361 -1.86991 -0.90494 -0.0073
N -1.83114 -1.79134 0.37443 -0.1135
N -2.07827 -3.02992 0.95716 0.2131
H -3.08394 -5.44599 0.89613 0.1892
H -3.60199 -5.26238 -0.79219 0.2178
H -2.30967 -1.08010 -1.61133 0.1608